This record from the Open Molecules 2025 dataset describes 2 unconnected molecules or ions with the total composition C2H7P. The level of theory is ωB97M-V/def2-TZVPD.

Each line ends with the natural charge from an NBO analysis.
Positions of all 10 atoms, in Å:
1 C -1.36207 0.53045 -0.25240  -0.696
2 C -0.55315 -0.69789 -0.25323  -0.269
3 P 2.50977 0.07119 -0.08003  0.051
4 H -0.96355 1.28170 0.43214  0.224
5 H -1.44318 0.96072 -1.24634  0.217
6 H -2.37276 0.29910 0.11660  0.221
7 H -0.38438 -1.23039 -1.16897  0.182
8 H -0.39021 -1.22194 0.66979  0.177
9 H 2.69323 -0.96513 0.82700  -0.053
10 H 2.26630 0.97219 0.95545  -0.053

Cartesian forces, eV/Å:
-0.236 0.189 0.175
0.915 0.138 0.096
-0.600 -0.018 -0.843
-0.006 0.037 -0.028
-0.051 0.097 -0.021
0.001 0.098 -0.123
0.059 -0.203 -0.166
0.031 -0.190 0.171
0.054 -0.509 0.375
-0.167 0.361 0.364

The energy relative to the best compared isomer or geometry (same formula, charge and spin) is 302.00 kJ/mol. Its HOMO energy (spin up / spin down) is -0.3004 / -0.3111 hartree. The HOMO-LUMO gap (spin up / spin down) is 7.4 / 8.9 eV.



This record from the Open Molecules 2025 dataset describes 2 unconnected molecules or ions with the total composition C5H7NO2S2. The level of theory is ωB97M-V/def2-TZVPD.

Each line ends with the natural charge from an NBO analysis.
Positions of all 17 atoms, in Å:
1 C 0.07917 -0.45336 0.09501  -0.233
2 C -0.12965 0.78363 0.36613  0.127
3 C -2.22843 1.22461 -0.56109  -0.420
4 C 1.94425 -1.87047 -0.79755  -0.608
5 C 1.02802 -1.49998 0.38072  -0.451
6 N 0.20021 1.94513 1.08127  0.436
7 O 0.05291 2.03980 2.33504  -0.393
8 O 0.45262 2.92554 0.41042  -0.365
9 S -2.84275 -0.13816 -1.04537  0.191
10 S -2.58505 2.69724 0.03565  0.288
11 H -0.82158 -0.91455 -0.49540  0.219
12 H 2.88510 -2.60956 -0.63318  0.229
13 H 2.29377 -0.97706 -1.38860  0.219
14 H 1.28963 -2.33123 -1.60213  0.203
15 H 1.72651 -1.14725 1.12580  0.214
16 H 0.52462 -2.43102 0.79968  0.228
17 H -3.86936 2.75668 -0.10640  0.118

Cartesian forces, eV/Å:
-2.359 -0.584 -1.138
-2.689 0.485 -0.712
1.591 -2.196 1.294
0.467 -1.208 -2.583
2.564 -1.738 1.326
-0.259 1.028 2.355
0.271 -1.225 -2.322
0.456 0.252 -0.564
0.058 0.385 -0.365
1.724 1.592 0.562
0.961 0.958 0.367
-2.454 1.829 0.073
0.032 -0.564 1.142
0.769 -0.043 0.864
0.020 0.027 0.731
0.461 1.211 -0.596
-1.612 -0.209 -0.434

The energy relative to the best compared isomer or geometry (same formula, charge and spin) is 705.46 kJ/mol. Its HOMO energy (spin up / spin down) is -0.3320 / -0.3320 hartree. The HOMO-LUMO gap (spin up / spin down) is 7.7 / 7.7 eV.



This record from the Open Molecules 2025 dataset describes C5H6O in the gas phase. The level of theory is ωB97M-V/def2-TZVPD.

Each line ends with the natural charge from an NBO analysis.
Positions of all 12 atoms, in Å:
1 C -0.01952 0.27960 1.72468  -0.661
2 C -0.21098 -0.14955 0.31753  0.262
3 C 0.88167 -1.44153 -1.07291  -0.075
4 O 0.16144 -1.41301 0.03213  -0.437
5 C -0.61851 0.72063 -0.70763  -0.136
6 C -1.09655 1.53156 -1.47126  -0.204
7 H -0.67951 1.11555 1.97082  0.231
8 H 1.01417 0.61993 1.89004  0.222
9 H -0.20362 -0.55902 2.40453  0.231
10 H 1.59621 -0.64201 -1.23022  0.164
11 H 0.72006 -2.29261 -1.71695  0.168
12 H -1.54486 2.23047 -2.14074  0.235

Cartesian forces, eV/Å:
-0.059 0.108 0.149
-0.403 1.036 0.219
0.897 -0.597 -1.388
-0.484 -0.066 0.854
-0.074 -0.163 0.464
0.003 0.059 -0.055
0.062 -0.163 -0.017
-0.116 -0.090 0.006
-0.011 0.116 -0.087
-0.181 -0.176 -0.204
0.247 0.051 0.000
0.120 -0.115 0.059

The energy relative to the best compared isomer or geometry (same formula, charge and spin) is 475.45 kJ/mol. Its HOMO energy (spin up / spin down) is -0.2791 / -0.2691 hartree. The HOMO-LUMO gap (spin up / spin down) is 7.7 / 8.1 eV.



This record from the Open Molecules 2025 dataset describes 2 unconnected molecules or ions with the total composition CBrF2O3S. The level of theory is ωB97M-V/def2-TZVPD.

Each line ends with the natural charge from an NBO analysis.
Positions of all 8 atoms, in Å:
1 C 1.19982 -0.31404 -0.98515  0.295
2 O 0.00797 1.41461 1.87858  -0.868
3 O -2.10934 0.84141 0.78017  -0.878
4 O -0.72222 -1.04236 1.78668  -0.852
5 F 0.34929 -0.24286 -2.07509  -0.408
6 F 2.26416 0.50318 -1.39314  -0.411
7 S -0.76151 0.33608 1.31660  2.298
8 Br 1.92809 -2.15263 -1.07950  -0.175

Cartesian forces, eV/Å:
-0.839 1.305 -0.227
0.417 -0.980 0.067
3.898 -1.960 0.928
0.306 1.760 -0.440
0.165 -0.002 0.296
-0.639 -0.441 0.563
-3.538 0.843 -1.362
0.231 -0.526 0.174

The energy relative to the best compared isomer or geometry (same formula, charge and spin) is 182.70 kJ/mol. The net charge is -1. Its HOMO energy (spin up / spin down) is -0.1627 / -0.1630 hartree. The HOMO-LUMO gap (spin up / spin down) is 6.6 / 6.7 eV.



This record from the Open Molecules 2025 dataset describes C9H22O3Si in the gas phase. The level of theory is ωB97M-V/def2-TZVPD.

Each line ends with the natural charge from an NBO analysis.
Positions of all 35 atoms, in Å:
1 C -0.27086 -3.60259 2.10360  -0.603
2 C -0.43048 -2.17811 1.59255  -0.393
3 C -0.34223 -2.10682 0.04617  -0.933
4 Si -0.33846 -0.32747 -0.57154  2.340
5 O -0.63597 -0.19468 -2.20665  -0.899
6 C -1.12924 1.05803 -2.65626  -0.069
7 C -0.04947 2.07724 -2.78182  -0.642
8 O -1.46567 0.53555 0.28572  -0.929
9 C -1.18417 1.31839 1.42406  -0.047
10 C -2.24060 2.39970 1.63052  -0.627
11 O 1.05441 0.32502 -0.09732  -0.928
12 C 2.18737 0.02327 -0.86098  -0.063
13 C 3.43996 0.41873 -0.08172  -0.628
14 H -0.40416 -3.66154 3.18687  0.209
15 H -1.00855 -4.22851 1.60861  0.205
16 H 0.73966 -4.00414 1.89060  0.201
17 H -1.39602 -1.74086 1.87342  0.202
18 H 0.27155 -1.46769 2.04091  0.200
19 H 0.57035 -2.60898 -0.24360  0.225
20 H -1.18121 -2.58122 -0.45248  0.232
21 H -1.92603 1.39080 -1.92836  0.182
22 H -1.69278 0.88314 -3.62103  0.180
23 H 0.60396 1.82880 -3.61150  0.209
24 H 0.57177 2.06298 -1.87960  0.213
25 H -0.45205 3.08401 -2.88908  0.219
26 H -1.12467 0.64191 2.29990  0.160
27 H -0.17654 1.73582 1.29477  0.179
28 H -3.15646 1.83237 1.87067  0.209
29 H -2.34069 3.00255 0.74351  0.210
30 H -2.02989 3.07163 2.47402  0.213
31 H 2.07369 0.46462 -1.86181  0.178
32 H 2.14243 -1.06148 -1.02259  0.160
33 H 3.60326 1.50405 -0.07744  0.209
34 H 3.39529 0.14359 0.98313  0.218
35 H 4.32250 -0.03811 -0.50526  0.212

Cartesian forces, eV/Å:
0.510 0.189 0.157
-0.504 0.647 -0.573
-0.011 0.920 0.000
-1.561 -0.727 0.571
0.278 -0.361 1.054
-2.460 -0.011 -0.180
0.580 0.226 0.207
-0.271 -0.367 -0.831
0.988 0.231 0.633
-0.121 -1.081 0.603
0.410 1.205 0.298
0.513 -0.713 0.152
-0.092 0.512 0.055
-0.113 -0.033 -0.082
-0.025 -0.241 0.070
-0.490 0.206 -0.051
-0.097 -0.390 0.112
0.342 -0.320 -0.045
0.265 -0.257 -0.416
-0.161 -0.511 0.126
0.793 -0.095 -0.681
0.816 0.139 0.835
0.112 0.147 -0.242
-0.158 0.161 -0.030
0.000 -0.020 -0.187
-0.163 0.392 -0.187
-0.228 0.167 0.184
-0.018 0.671 -0.315
-0.251 0.118 -0.379
0.177 -0.344 -0.160
0.521 0.178 0.262
0.606 -0.091 -0.127
-0.169 -0.151 -0.195
-0.287 -0.238 -0.441
0.271 -0.155 -0.195

The energy relative to the best compared isomer or geometry (same formula, charge and spin) is 0.00 kJ/mol. Its HOMO energy is -0.3639 hartree. The structure (SMILES) is CCC[Si](OCC)(OCC)OCC. The HOMO-LUMO gap is 10.8 eV.



This record from the Open Molecules 2025 dataset describes 2 unconnected molecules or ions with the total composition C4H9NO2. The level of theory is ωB97M-V/def2-TZVPD.

Each line ends with the natural charge from an NBO analysis.
Positions of all 16 atoms, in Å:
1 C 1.51111 -2.10387 0.41587  -0.288
2 C 1.04966 -0.89582 0.08228  -0.467
3 C -0.70866 -0.62126 0.38756  0.757
4 N -0.83597 0.14695 1.50119  -0.846
5 O -1.48532 -1.38550 -0.10153  -0.586
6 H 0.82717 -2.94078 0.53050  0.211
7 H 2.56636 -2.31307 0.56322  0.202
8 H 1.76495 -0.07512 0.05332  0.216
9 H -1.76734 0.19206 1.89047  0.408
10 H -0.19093 0.90315 1.66442  0.404
11 C -0.59843 1.90472 -1.15376  -0.242
12 O -0.54381 0.54168 -1.49660  -0.771
13 H -0.54825 2.51424 -2.06046  0.178
14 H -1.55420 2.13581 -0.67124  0.169
15 H 0.23278 2.19977 -0.49625  0.147
16 H 0.28089 -0.20295 -1.10899  0.509

Cartesian forces, eV/Å:
-0.585 0.170 -0.494
-1.439 0.010 1.773
2.548 -2.344 0.070
-0.210 0.090 -0.414
-0.136 0.134 0.839
0.015 0.088 0.096
-0.049 0.096 -0.201
-0.138 0.192 -0.001
0.070 0.287 -0.127
-0.107 -0.146 0.071
0.772 -0.240 -0.139
1.933 -2.059 0.067
0.128 0.033 0.026
0.082 -0.137 0.145
-0.139 0.134 0.007
-2.745 3.692 -1.718

The energy relative to the best compared isomer or geometry (same formula, charge and spin) is 437.56 kJ/mol. Its HOMO energy is -0.3461 hartree. The structure (SMILES) is C=CC(N)=O.CO. The HOMO-LUMO gap is 10.0 eV.



Going through the records in order, we get maximum force values of 1.0 3.4 1.8 4.5 2.5 4.9 eV/Å.